# 1
The following is a quantum chemistry calculation of a molecular structure, C8H7NO2, from the Open Molecules 2025 dataset.

XYZ file:
```
18
Properties=species:S:1:pos:R:3
C -1.624 0.633 0.107
C -0.501 1.545 0.286
C 0.728 0.705 0.014
C 2.096 1.100 -0.415
C 2.843 -0.038 -0.148
C 0.564 -0.686 0.006
C -0.419 -1.496 0.139
C -1.522 -0.774 -0.174
H -3.093 1.870 0.534
H -0.306 2.573 0.551
H 2.351 2.074 -0.520
H 3.854 -0.556 -0.117
H 2.383 -2.093 -0.240
H -0.244 -2.593 0.101
H -3.309 -0.627 0.264
N 1.886 -1.131 0.144
O -3.008 0.954 -0.323
O -2.678 -1.460 -0.209
```

**E_LUMO**: 0.13 eV
**HOMO**: -7.5 eV
**Maximum force**: 0.1789 Eh/bohr
**ΔE to the lowest compared entry with this formula, charge and spin**: 615.7 kJ/mol
**Total energy**: -514.0671 hartree

# 2
The following is a quantum chemistry calculation of a molecular structure, C8H8, from the Open Molecules 2025 dataset.

XYZ file:
```
16
Properties=species:S:1:pos:R:3
C -1.065 1.639 -1.889
C -0.398 0.665 -1.360
C -0.699 -0.153 -0.200
C -1.854 -0.759 0.142
C 0.473 -0.647 0.699
C 0.295 -0.240 2.079
C 1.903 -0.599 0.441
C 3.117 -0.612 0.370
H -0.169 2.203 -2.627
H -2.163 1.956 -1.859
H 0.576 0.071 -1.619
H -3.020 -0.170 -0.272
H -1.900 -1.627 0.884
H 1.368 -0.423 2.392
H -0.778 -0.415 2.489
H 4.315 -0.889 0.331
```

**E_LUMO**: -0.02 eV
**HOMO**: -8.6 eV
**Maximum force**: 0.1071 Eh/bohr
**ΔE to the lowest compared entry with this formula, charge and spin**: 794.1 kJ/mol
**Total energy**: -309.3113 hartree

# 3
The following is a quantum chemistry calculation of a molecular structure, C8H8BeClNO7P2, from the Open Molecules 2025 dataset.

XYZ file:
```
28
Properties=species:S:1:pos:R:3
Be 0.592 0.658 -0.082
O 3.393 -1.493 0.041
P 3.298 0.024 -0.523
O 4.446 0.282 -1.405
O 1.884 0.224 -1.026
O 3.431 0.919 0.832
P 2.416 0.859 2.095
O 2.238 2.427 2.440
O 3.016 0.175 3.252
O 1.108 0.341 1.522
H 2.700 -1.648 0.697
H 1.702 2.847 1.753
N -5.401 -3.244 -1.190
C -4.442 -2.626 -1.019
C -3.250 -1.860 -0.807
C -2.562 -1.307 -1.891
C -1.410 -0.571 -1.666
C -0.880 -0.342 -0.385
C -1.604 -0.921 0.672
C -2.761 -1.662 0.487
H -2.941 -1.463 -2.896
H -0.896 -0.153 -2.527
H -1.232 -0.788 1.684
H -3.292 -2.095 1.328
Cl -0.658 3.046 -1.657
C 0.270 2.465 -0.173
H -0.345 2.828 0.659
H 1.181 3.078 -0.217
```

**E_LUMO**: 5.17 eV
**HOMO**: -2.3 eV
**Maximum force**: 0.0039 Eh/bohr
**Total energy**: -2049.2171 hartree
**Total charge**: -2

# 4
The following is a quantum chemistry calculation of C8H8Cl4O in the gas phase, from the Open Molecules 2025 dataset.

XYZ file:
```
21
Properties=species:S:1:pos:R:3
C 0.486 1.119 1.029
C -2.544 -0.473 0.532
C -2.025 0.911 0.071
C -1.091 -1.014 0.658
C -0.625 0.439 0.371
C 0.625 0.818 -0.363
C 1.542 -0.120 -1.206
C 2.632 -0.614 -0.391
O 0.893 1.424 2.084
Cl 0.330 2.469 -1.165
Cl 3.650 0.624 0.422
Cl 3.876 -1.540 -1.455
Cl 2.100 -1.764 0.871
H -3.158 -0.452 1.385
H -2.913 -1.046 -0.285
H -2.184 0.941 -1.091
H -2.502 1.722 0.614
H -0.864 -1.485 1.656
H -0.856 -1.612 -0.093
H 1.852 0.452 -2.053
H 0.774 -0.798 -1.592
```

**E_LUMO**: -0.05 eV
**HOMO**: -9.2 eV
**Maximum force**: 0.1121 Eh/bohr
**Total energy**: -2225.5144 hartree